No. 1
Here is one molecule with the formula C4H8N2O in a non-equilibrium geometry from the Open Molecules 2025 dataset. Energies are from the ωB97M-V functional and the def2-TZVPD basis.

```
15
Properties=species:S:1:pos:R:3:forces:R:3
C -0.751309 1.433118 -1.190821 -0.4 1.3 0.5
C -0.500564 0.485716 -0.082549 1.9 -0.5 -0.6
C -0.285747 1.091389 1.236277 -0.4 -1.5 1.6
N -0.327468 -0.703302 -0.432832 0.2 -1.3 -0.9
C 0.226159 -1.829801 0.180538 0.2 0.9 -0.1
N 1.416711 -2.141088 -0.371710 0.2 0.9 -0.8
O -0.257361 -2.526254 1.017449 -1.5 -0.9 1.4
H -0.881793 0.834851 -2.104684 -0.2 0.8 0.2
H 0.066301 2.230233 -1.255599 -0.9 -1.3 0.0
H -1.627055 1.971916 -0.779404 -0.1 0.2 -1.2
H -0.478847 2.130441 1.101014 0.5 0.9 0.7
H -1.030190 0.657856 1.924615 -0.2 0.4 -0.2
H 0.632941 0.751571 1.759502 -0.1 0.8 -0.7
H 1.875273 -1.462515 -0.928161 0.3 0.3 -0.6
H 1.922948 -2.924132 -0.073636 0.5 -1.0 0.6
```
Positions in Å, forces in eV/Å.

The highest occupied orbital energy comes out at -9.1281 eV. The calculation puts the LUMO energy at 0.0283 Eh. As for the net charge: 0. As for the largest force on an atom: 0.0439 Eh/bohr. For the total energy, the calculation gives -341.9564 Eh.

No. 2
Here is one molecule with the formula C4H8N2O from the Open Molecules 2025 dataset. Energies are from the ωB97M-V functional and the def2-TZVPD basis.

```
15
Properties=species:S:1:pos:R:3:forces:R:3
C -1.200608 -1.201050 0.367612 0.0 0.0 0.1
C -0.225345 -0.098408 0.046272 -0.1 -0.2 0.0
C 1.220813 -0.540795 0.112542 0.0 -0.1 0.0
N 2.141079 0.419503 -0.209038 0.1 -0.1 0.2
O 1.519252 -1.685892 0.415512 -0.1 0.6 -0.3
C -0.675903 0.995111 -0.857250 0.0 0.1 -0.3
N -0.453554 1.260085 0.552261 -0.2 0.1 0.4
H -2.231310 -0.836679 0.293976 0.2 0.0 0.0
H -1.065645 -2.027282 -0.335397 -0.1 0.1 0.1
H -1.019544 -1.591329 1.371908 -0.1 0.0 -0.1
H 1.899178 1.396014 -0.104826 -0.1 -0.2 0.0
H 3.091458 0.177352 0.020841 0.0 0.0 0.0
H 0.026859 1.503064 -1.509963 -0.1 -0.2 -0.1
H -1.698480 0.926834 -1.231865 0.3 0.0 0.1
H -1.328247 1.303470 1.067412 0.1 0.0 0.0
```
Positions in Å, forces in eV/Å.

The highest occupied orbital energy comes out at -9.6386 eV. The calculation puts the LUMO energy at 0.0357 Eh. As for the net charge: 0. As for the largest force on an atom: 0.0135 Eh/bohr. For the total energy, the calculation gives -341.9578 Eh.

No. 3
Here is one molecule with the formula C4H8N2O in a non-equilibrium geometry from the Open Molecules 2025 dataset. Energies are from the ωB97M-V functional and the def2-TZVPD basis.

```
15
Properties=species:S:1:pos:R:3:forces:R:3
C -0.980867 -1.462421 0.501308 0.3 -0.3 -0.4
C -0.270452 -0.478526 -0.376294 0.3 -0.4 -0.4
C -0.881109 0.696029 -1.103763 0.0 0.0 -0.1
N 0.181575 1.581282 -0.491836 0.4 0.4 -0.1
C 0.909256 0.303510 -0.122424 -0.6 0.8 0.9
N 1.744442 0.261051 1.015256 0.2 0.4 0.0
O 1.273176 -0.440918 -1.198195 -1.9 -1.0 0.5
H -1.629689 -0.894150 1.201630 0.5 0.0 -0.5
H -1.646951 -2.123432 -0.053932 0.1 -0.2 0.0
H -0.277032 -2.019272 1.120395 0.0 -0.1 -0.1
H -0.751205 0.621667 -2.184260 -0.1 0.1 0.1
H -1.928197 0.945814 -0.879414 0.4 0.0 0.2
H -0.226464 1.890310 0.399324 0.2 0.1 -0.3
H 1.812461 1.190305 1.403679 0.2 0.1 0.2
H 2.671051 -0.071245 0.768531 -0.1 0.1 0.0
```
Positions in Å, forces in eV/Å.

The highest occupied orbital energy comes out at -8.6516 eV. The calculation puts the LUMO energy at 0.0287 Eh. As for the net charge: 0. As for the largest force on an atom: 0.0420 Eh/bohr. For the total energy, the calculation gives -341.8539 Eh.

No. 4
Here is a 2-piece molecular cluster, C4H8N2O overall from the Open Molecules 2025 dataset. Energies are from the ωB97M-V functional and the def2-TZVPD basis.

```
15
Properties=species:S:1:pos:R:3:forces:R:3
H 0.989217 -2.330732 0.184718 -0.2 -0.1 0.1
N 0.610076 -1.451994 0.529087 -0.5 -0.2 0.1
C -0.571452 -1.197026 0.154055 0.2 -0.1 0.3
C -1.162050 0.136645 0.524129 0.0 -0.1 0.0
C -0.199581 1.364211 0.359289 -0.1 0.1 0.2
N 1.103238 1.128381 -0.210887 0.5 -0.3 0.3
C 1.984660 0.324366 0.039697 0.5 0.4 -0.1
O 2.995645 -0.268801 0.112245 -0.5 0.4 -0.1
H -1.187880 -1.899821 -0.420483 0.1 0.1 0.0
H -1.436206 0.059254 1.581802 0.0 0.1 -0.1
H -2.091320 0.308253 -0.030777 0.2 0.0 0.1
H -0.053912 1.836290 1.334576 -0.1 0.0 -0.1
H -0.687518 2.105390 -0.281499 0.1 -0.2 0.1
H -0.414716 -0.296566 -2.034710 0.0 0.1 -0.4
H 0.121798 0.182143 -1.841236 -0.1 -0.1 -0.3
```
Positions in Å, forces in eV/Å.

The highest occupied orbital energy comes out at -9.7633 eV. The calculation puts the LUMO energy at 0.0368 Eh. As for the net charge: 0. As for the largest force on an atom: 0.0131 Eh/bohr. For the total energy, the calculation gives -341.8964 Eh.

No. 5
Here is one molecule with the formula C4H8N2O from the Open Molecules 2025 dataset. Energies are from the ωB97M-V functional and the def2-TZVPD basis.

```
15
Properties=species:S:1:pos:R:3:forces:R:3
C -1.533020 0.901912 -0.517052 -0.1 -0.2 -0.1
C -0.315608 0.040603 -0.600135 -0.1 0.2 -0.1
C 1.085371 0.465876 -1.025378 0.0 0.1 -0.2
N 1.667130 -0.258749 0.171446 0.1 -0.2 0.1
C 0.296675 -0.775475 0.426049 0.0 0.3 0.4
N -0.166328 -1.211782 1.681406 0.3 0.0 0.1
O -0.214064 -1.442308 -0.682650 -0.4 0.6 -0.2
H -1.221645 1.836587 -0.020231 -0.1 -0.3 -0.2
H -1.948872 1.173462 -1.490664 0.0 -0.1 0.1
H -2.297274 0.439731 0.112376 0.0 0.0 -0.2
H 1.405278 -0.005600 -1.956814 0.0 0.1 0.1
H 1.280502 1.543954 -1.065177 0.0 -0.2 0.2
H 1.777133 0.474635 0.878468 0.2 -0.3 -0.1
H 0.493888 -0.966948 2.407290 0.0 -0.1 0.1
H -0.309165 -2.215898 1.681067 0.0 0.1 0.0
```
Positions in Å, forces in eV/Å.

The highest occupied orbital energy comes out at -8.6540 eV. The calculation puts the LUMO energy at 0.0326 Eh. As for the net charge: 0. As for the largest force on an atom: 0.0142 Eh/bohr. For the total energy, the calculation gives -341.8845 Eh.

No. 6
Here is one molecule with the formula C4H8N2O in a non-equilibrium geometry from the Open Molecules 2025 dataset. Energies are from the ωB97M-V functional and the def2-TZVPD basis.

```
15
Properties=species:S:1:pos:R:3:forces:R:3
H -0.231958 1.480981 2.297428 -0.8 -0.6 0.5
N 0.356155 1.252766 1.518046 -2.5 -0.9 -1.2
C -0.061894 0.617039 0.439797 1.2 0.0 0.9
N -0.925476 -0.291557 -0.208767 0.3 0.5 0.5
C -2.315798 -0.714710 -0.066827 -0.1 0.2 0.3
C 1.164517 0.881241 -0.360156 0.6 0.3 -0.5
C 2.113724 -0.273484 -0.442824 0.4 -0.1 -0.2
O 1.403124 2.007932 -0.722057 0.2 -0.5 -0.8
H -0.447735 -0.858579 -0.911241 0.0 0.8 0.4
H -2.787565 -0.829114 -1.058300 0.4 0.2 0.3
H -2.865432 0.051877 0.471682 -0.1 -0.1 0.1
H -2.421039 -1.680322 0.447311 0.1 0.3 0.1
H 1.828175 -0.925390 -1.274782 0.2 0.0 0.0
H 3.102835 0.140648 -0.612621 0.2 -0.2 -0.1
H 2.088361 -0.859323 0.483305 0.0 0.1 -0.2
```
Positions in Å, forces in eV/Å.

The highest occupied orbital energy comes out at -9.1157 eV. The calculation puts the LUMO energy at 0.0218 Eh. As for the net charge: 0. As for the largest force on an atom: 0.0562 Eh/bohr. For the total energy, the calculation gives -341.8910 Eh.

No. 7
Here is one molecule with the formula C4H8N2O in a non-equilibrium geometry from the Open Molecules 2025 dataset. Energies are from the ωB97M-V functional and the def2-TZVPD basis.

```
15
Properties=species:S:1:pos:R:3:forces:R:3
C 1.247388 -1.032194 -0.471906 -0.2 -0.8 -0.6
C 0.022792 -1.055613 0.083794 1.2 -0.2 0.6
N -0.815961 -2.164530 0.166095 0.1 -0.1 -0.2
N -0.428770 0.047953 0.794963 -0.6 0.3 -0.8
C 0.337141 1.241586 0.633838 -1.0 0.9 0.7
C -0.048815 2.243230 -0.164331 0.6 -1.1 -0.4
O -0.944843 2.118473 -1.187306 -0.4 0.5 0.4
H 1.785274 -0.149382 -0.752717 -0.1 0.4 0.3
H 1.723964 -1.945452 -0.785975 -0.2 -0.3 -0.2
H -0.366283 -3.028881 -0.109682 -0.1 0.2 0.0
H -1.310894 -2.258768 1.039595 0.1 0.0 0.1
H -1.440137 0.165546 0.772032 0.3 0.1 0.0
H 1.161205 1.364481 1.318619 0.1 0.1 0.1
H 0.449390 3.199765 -0.169449 0.0 0.1 0.0
H -1.371451 1.253786 -1.167568 0.2 -0.1 0.0
```
Positions in Å, forces in eV/Å.

The highest occupied orbital energy comes out at -7.8911 eV. The calculation puts the LUMO energy at 0.0297 Eh. As for the net charge: 0. As for the largest force on an atom: 0.0286 Eh/bohr. For the total energy, the calculation gives -341.9162 Eh.

No. 8
Here is a 2-piece molecular cluster, C4H8N2O overall in a non-equilibrium geometry from the Open Molecules 2025 dataset. Energies are from the ωB97M-V functional and the def2-TZVPD basis.

```
15
Properties=species:S:1:pos:R:3:forces:R:3
C -1.711495 0.049544 0.381989 1.7 2.8 2.3
C -1.847473 0.872122 -0.620073 -0.6 -1.5 -1.0
N -1.815304 1.196640 -1.787735 1.7 -0.9 0.4
H -2.257046 -0.784849 0.607944 -1.7 -1.9 -0.3
H -1.136005 0.366096 1.279873 -0.2 0.0 -1.0
H -2.295131 1.883726 -2.272110 -1.4 1.6 -0.5
C 0.751269 -2.237738 0.410129 0.8 0.5 1.0
N 0.906078 -1.051176 0.055213 0.3 2.0 -1.9
O 1.416803 -0.054229 0.902904 -0.5 -3.2 0.9
C 1.572737 1.098544 0.160606 -0.3 1.0 -0.9
H 0.398319 -2.865220 -0.393190 -0.1 -0.4 0.3
H 1.038326 -2.535632 1.406294 -0.1 -0.6 0.3
H 1.940154 1.811580 0.941168 -1.1 0.1 -1.0
H 0.660714 1.219899 -0.522322 1.0 0.8 1.5
H 2.378055 1.030693 -0.550690 0.7 -0.4 -0.3
```
Positions in Å, forces in eV/Å.

The highest occupied orbital energy comes out at -8.4937 eV. The calculation puts the LUMO energy at 0.0385 Eh. As for the net charge: 0. As for the largest force on an atom: 0.0788 Eh/bohr. For the total energy, the calculation gives -341.7845 Eh.